[1]
DFT (ωB97M-V/def2-TZVPD) results for 2 unconnected molecules or ions with the total composition C22H39FN7O7S3.

Atoms and positions in Å:
C  -1.73689  -0.93010  4.71306
C  -1.01529  -1.46310  3.33149
C  -2.21998  -1.83564  2.32223
C  -0.06268  -0.24888  2.83157
C  1.19466  -0.21113  3.89712
C  0.60008  -0.46853  1.37294
O  0.45661  0.71346  0.46930
N  -0.29046  0.25982  -0.56137
S  -2.05552  0.33459  -0.42604
C  0.19002  -0.25782  -1.71542
N  -0.80706  -0.73580  -2.69091
C  0.09391  -1.24928  -3.73616
N  -0.51238  -1.86884  -4.92508
C  -1.79427  -1.47528  -4.99551
O  -2.97008  -1.03528  -5.12035
N  1.48528  -1.02385  -3.34406
S  2.80868  -1.53549  -4.35899
O  2.36855  -2.20444  -5.63223
O  3.66223  -2.53139  -3.57866
F  3.78933  -0.21506  -4.70249
N  1.59474  -0.39488  -2.10045
C  2.86501  0.00797  -1.40047
C  2.85295  1.65718  -1.37874
C  3.92141  2.31848  -2.39159
C  3.68857  3.94918  -2.36058
C  3.38690  4.58154  -3.81634
C  2.26653  5.78648  -3.78143
C  0.75963  5.21990  -3.66118
S  -0.55045  6.24480  -4.49513
C  0.15273  7.76931  -5.26244
N  0.08240  9.17763  -4.81395
N  0.74337  9.88488  -5.79915
C  1.23066  8.99883  -6.84267
O  0.85717  7.63696  -6.51074
H  -1.12881  -1.19184  5.65386
H  -1.85843  0.22208  4.59697
H  -2.82349  -1.34782  4.78829
H  -0.39953  -2.41260  3.54064
H  -2.87546  -0.89648  2.13779
H  -1.88776  -2.32736  1.33297
H  -2.90780  -2.59887  2.86781
H  -0.59985  0.78705  2.84738
H  2.13756  0.28050  3.46116
H  1.43829  -1.33613  4.09966
H  0.83609  0.24547  4.89555
H  0.10415  -1.41771  0.91563
H  1.73404  -0.73617  1.46099
H  -2.54917  1.16461  -1.43225
H  2.90064  -0.35518  -0.29149
H  3.82697  -0.31841  -1.97510
H  1.79894  2.00533  -1.74647
H  3.03910  2.09132  -0.33139
H  5.01864  2.08873  -2.09997
H  3.77808  2.01947  -3.50277
H  4.61339  4.48256  -1.88550
H  2.78228  4.18503  -1.68400
H  3.00350  3.79034  -4.57917
H  4.34272  5.08471  -4.25968
H  2.45927  6.44140  -2.84012
H  2.47880  6.42742  -4.71106
H  0.72785  4.14472  -4.07476
H  0.46647  5.15912  -2.53292
H  1.80152  9.22592  -7.82003
C  -4.15922  -5.63672  3.45512
O  -3.62150  -4.94133  4.57307
C  -4.42949  -5.08946  5.74193
C  -3.82120  -6.10465  6.70716
O  -3.85855  -7.42355  6.16198
C  -2.59323  -7.83564  5.65808
H  -3.40437  -5.65353  2.66524
H  -4.42143  -6.66702  3.70543
H  -5.04377  -5.10926  3.08181
H  -5.45484  -5.36814  5.47513
H  -4.46254  -4.11311  6.23291
H  -4.42157  -6.12240  7.62162
H  -2.79824  -5.82274  6.98123
H  -1.91571  -8.05080  6.48833
H  -2.15039  -7.07671  5.00614
H  -2.73835  -8.74837  5.07725

Forces on the atoms, in the same order (eV/Å):
C -0.2 0.2 -0.7
C -1.2 0.7 0.1
C -0.3 -0.1 0.7
C 1.6 0.1 0.5
C -0.9 -0.9 -0.1
C 0.2 -1.9 1.6
O 0.3 -1.8 0.4
N -1.5 0.3 -3.0
S -0.2 0.1 0.5
C 0.4 -0.4 -1.2
N 7.4 -0.7 -1.4
C -2.7 1.7 2.9
N -2.7 2.8 2.2
C -3.8 2.4 -0.2
O 9.1 -3.8 0.7
N -1.6 -1.1 -3.3
S 4.2 -6.9 -1.9
O 0.1 4.0 3.9
O -2.9 4.9 -1.5
F -2.7 -2.0 1.0
N -4.0 -0.5 0.8
C 1.1 2.1 0.8
C 0.1 0.2 -1.0
C 0.0 1.2 -0.1
C 0.1 0.0 0.0
C -0.3 1.0 -0.2
C 0.8 -0.4 0.7
C 1.5 -0.3 0.8
S 0.4 1.3 -0.6
C 1.1 3.0 0.1
N 1.5 -5.4 -3.7
N 1.3 -3.6 -3.3
C -2.5 0.3 4.2
O -0.6 3.8 1.9
H -1.0 0.5 -1.5
H 0.3 -2.0 0.5
H 2.1 0.5 0.0
H -0.8 1.5 -0.3
H 1.2 -1.5 0.1
H -0.5 0.9 1.4
H 1.3 1.2 -1.0
H 0.7 -2.0 -0.1
H -1.6 -0.5 0.8
H -0.2 2.1 -0.3
H 0.9 -0.6 -1.7
H 0.8 1.9 0.4
H -1.9 0.8 -0.1
H 1.2 -0.4 0.5
H -0.3 0.2 -2.4
H -2.1 0.1 0.9
H 1.8 -0.6 0.9
H -0.4 -0.9 -1.5
H -1.9 0.2 -0.4
H 0.1 0.1 2.0
H -1.7 -1.0 -0.9
H 1.4 -0.4 -1.0
H 0.8 1.2 1.3
H -1.6 -1.2 0.8
H -0.2 -1.0 -1.7
H -0.8 -1.0 1.4
H -0.2 1.7 0.3
H 0.5 0.2 -2.1
H -1.2 -0.5 2.1
C 0.1 0.1 0.0
O -0.2 -0.2 -0.1
C 0.5 0.0 0.2
C -0.5 -0.2 -0.2
O 0.4 0.3 -0.1
C -0.2 -0.1 0.0
H 0.0 0.1 0.1
H 0.0 0.0 0.0
H -0.1 -0.1 0.0
H 0.1 -0.1 0.0
H 0.0 0.0 0.0
H 0.0 0.1 0.0
H -0.1 0.0 -0.1
H 0.1 0.0 0.0
H 0.0 0.0 0.1
H -0.1 0.1 0.1

- Spin multiplicity: 1
- HOMO: -10.809 eV
- Charge: +1
- E_tot: -3065.2355 a.u.

Atom charges from the Löwdin analysis, given in e for atoms 1 to 4: -0.08, -0.36, -0.12, -0.29

***

[2]
DFT (ωB97M-V/def2-TZVPD) results for a molecular structure, C19H26N2O3.

Atoms and positions in Å:
O  0.35823  -2.65664  1.57523
C  0.32457  -2.71991  0.27817
N  -0.63812  -1.97124  -0.41766
H  -0.63240  -1.99039  -1.41607
C  -1.67790  -1.29587  0.09465
C  -1.06306  0.15421  0.41572
H  -0.24846  -0.01875  1.20375
C  -1.89368  1.40267  0.77122
C  -2.97077  1.87711  -0.21294
C  -4.21350  1.05815  -0.05760
C  -4.20347  -0.20161  0.22919
C  -3.11506  -0.99871  -0.64742
H  -3.27136  -2.31544  -0.84747
H  -2.82820  -0.52593  -1.47397
H  -4.02226  -0.59888  1.15042
H  -5.16715  -0.88784  0.05337
H  -4.74658  1.10713  -0.93720
H  -4.90252  1.48337  0.82678
H  -3.01806  3.02027  -0.02270
H  -2.52159  1.80764  -1.00133
H  -1.24818  2.21073  1.02477
H  -2.47104  1.18436  1.98357
H  -0.61740  0.63445  -0.56014
H  -1.95561  -1.46168  1.42653
C  1.11313  -3.34640  -0.84719
H  1.33048  -4.48823  -0.18753
H  0.72888  -3.78596  -1.61747
C  2.50220  -2.62092  -0.65322
C  2.11686  -1.38655  -0.95105
O  1.48932  -1.17722  -1.93343
N  2.77984  -0.22123  -0.41092
C  2.24085  0.96853  -0.61138
C  2.02633  1.61215  -1.69579
C  1.47466  2.73203  -1.81133
C  1.25582  3.52369  -0.62740
C  1.62259  3.23639  0.63548
C  2.09631  1.74083  0.51529
O  2.33292  1.28378  2.20619
C  2.73202  -0.03915  2.04756
C  3.48754  -0.32288  0.91272
H  4.11147  -1.52049  1.08264
H  4.28414  0.34340  0.96033
H  3.21817  -0.20473  2.99218
H  1.82919  -0.89206  2.11100
H  1.32799  3.64350  1.44291
H  1.05671  4.53118  -0.69625
H  1.36021  3.18356  -2.71007
H  2.29428  0.85327  -2.57460
H  3.16902  -3.16103  -1.44169
H  2.76264  -2.78264  0.42414

Forces on the atoms, in the same order (eV/Å):
O 0.9 -1.0 -5.3
C -4.2 2.1 1.6
N 1.0 -3.4 0.1
H 0.5 -0.2 -0.5
C -4.2 7.0 7.2
C 1.1 1.5 -1.3
H -0.9 0.5 -1.3
C -2.4 -1.9 4.9
C -2.3 2.1 10.2
C -2.9 10.6 1.2
C 0.7 -14.3 -1.4
C 1.2 -7.3 4.0
H -0.7 4.1 0.0
H 0.6 1.8 -3.9
H 1.0 -0.1 3.2
H 1.3 2.2 -0.2
H -1.6 1.1 -2.1
H 1.2 0.1 -2.0
H -0.8 -1.9 -0.3
H 4.2 -1.0 -9.6
H 0.8 0.4 0.0
H 1.5 0.6 -3.4
H 0.0 -1.6 1.2
H 0.8 -0.8 -4.2
C 5.2 -3.6 11.0
H -0.3 2.8 -1.8
H -2.4 -1.0 -5.2
C 1.1 -8.9 1.1
C 3.1 8.8 -1.8
O -2.7 0.6 -2.7
N 1.6 -5.9 2.2
C 0.5 1.4 8.5
C 2.0 -6.5 -8.5
C -2.1 6.3 2.8
C 0.7 0.6 -0.9
C 2.8 -10.2 -7.4
C -1.5 4.6 6.8
O -0.8 0.9 -6.1
C -5.0 -2.7 4.6
C 3.3 -5.0 -2.7
H -2.2 3.8 -0.8
H 1.8 1.3 -0.9
H 1.0 -0.7 0.2
H 1.5 2.3 -0.2
H -1.3 3.0 5.8
H -1.4 2.2 -1.1
H -0.6 1.3 -2.6
H -0.7 2.4 1.1
H -0.5 1.5 1.6
H 0.2 -0.1 -1.3

- Energy above the lowest of the compared OMol25 structures with the same formula, charge and spin: 1756.4 kJ/mol
- Spin multiplicity: 1
- HOMO: -8.590 eV
- Charge: 0
- E_tot: -1074.2343 a.u.

Atom charges from the Löwdin analysis, given in e for atoms 1 to 4: -0.01, -0.39, 0.05, 0.14